No. 1
Entry from the OMol25 dataset: a molecular structure, C51H61Cl3N4O5PbSSb2 (wB97M-V/def2-TZVPD).

**Total energy**: -136787.854 eV
**Largest force on an atom**: 0.40 eV/A
**Charge**: +2
**E_LUMO**: -0.16826 hartree
**Multiplicity**: 1
**Relative energy (zero: lowest compared OMol25 entry of this formula, charge and spin)**: 96.9 kJ/mol
**Frontier orbital gap**: 7.32 eV

Geometry (Å):
Pb 0.47748 0.73384 1.02604
C 0.58469 -1.62958 -3.04471
C 1.14191 -2.80876 -2.23728
C 0.57543 -2.99240 -0.82271
Sb -1.23084 -4.22097 -0.73993
C -0.21618 -6.10194 -0.84537
C -0.99454 -7.23043 -0.59283
C -0.42410 -8.49475 -0.59847
C 0.92858 -8.64278 -0.87354
C 1.70674 -7.52735 -1.14260
C 1.13681 -6.25955 -1.12806
C -1.23541 -4.18138 1.41735
C -0.24334 -4.79807 2.17494
C -0.28729 -4.75804 3.56201
C -1.31887 -4.09025 4.21028
C -2.31634 -3.47327 3.46855
C -2.27274 -3.52261 2.07800
Sb -1.55504 -1.46442 -3.36535
C -1.31024 0.39394 -4.44411
C -0.31504 0.61878 -5.39214
C -0.22599 1.83759 -6.05213
C -1.13690 2.84942 -5.77858
C -2.14352 2.63644 -4.84802
C -2.22550 1.41669 -4.18501
C -1.66412 -2.76108 -5.05963
C -2.89847 -2.86046 -5.70053
C -3.05031 -3.66952 -6.81643
C -1.97032 -4.39808 -7.29579
C -0.74182 -4.31596 -6.65816
C -0.58950 -3.50121 -5.54320
H 1.07202 -1.61011 -4.02025
H 0.81657 -0.68163 -2.55028
H 2.23196 -2.67532 -2.17553
H 0.99932 -3.73605 -2.79899
H 0.33519 -2.02457 -0.36771
H 1.28923 -3.49382 -0.16510
H -2.05532 -7.12612 -0.38874
H -1.03405 -9.36395 -0.39029
H 1.37464 -9.62838 -0.88197
H 2.76043 -7.64192 -1.36302
H 1.76097 -5.40050 -1.34609
H 0.54979 -5.34912 1.68000
H 0.46687 -5.27639 4.14151
H -1.36578 -4.07732 5.29194
H -3.13967 -2.98633 3.97228
H -3.08358 -3.09181 1.49551
H 0.38781 -0.16807 -5.64326
H 0.54904 1.99367 -6.79164
H -1.07050 3.79492 -6.30046
H -2.87401 3.41097 -4.64960
H -3.03241 1.24872 -3.47641
H -3.74920 -2.29976 -5.32696
H -4.01049 -3.73527 -7.31121
H -2.08745 -5.03160 -8.16488
H 0.10059 -4.88431 -7.03094
H 0.37870 -3.45300 -5.05826
O 2.64549 0.00933 -0.65623
H 2.53160 -0.93061 -0.85589
H 2.72774 0.43302 -1.51979
O -0.96068 0.92885 -1.26760
H -0.77308 1.47920 -2.04272
H -1.87150 1.13713 -1.01696
O -1.57897 0.29956 2.57262
H -1.20717 0.25820 3.46509
H -1.86495 -0.61513 2.40046
C 5.47489 2.98213 0.61734
C 4.86368 2.93985 2.02988
C 5.64593 1.96295 2.92308
C 4.81751 4.33845 2.65777
C 3.49601 2.42739 1.89038
N 2.43226 2.01361 1.76763
H 6.52926 3.24206 0.70336
H 4.98487 3.73341 -0.00149
H 5.39715 2.01118 0.12767
H 6.67571 2.31081 2.99270
H 5.65001 0.95904 2.49764
H 5.22425 1.92384 3.92717
H 5.83411 4.72490 2.71891
H 4.40237 4.30106 3.66455
H 4.22126 5.02481 2.05749
Cl -6.89740 0.59991 4.74246
C -6.13660 1.89331 3.88368
C -6.00812 3.13258 4.49112
C -5.42656 4.16722 3.78586
C -4.94868 3.99299 2.48816
C -4.34860 5.18557 1.77846
C -2.88900 5.49081 2.17616
N -1.89120 4.63418 1.54451
C -1.33914 4.88570 0.31443
C -0.50841 3.84734 0.05080
N -0.53310 2.96346 1.10881
C -1.40832 3.45628 1.97483
O -5.06365 6.34862 2.12239
C -5.75551 6.96628 1.03236
C -4.84991 7.26160 -0.12968
C -3.80388 8.13617 -0.08773
Cl -3.34610 9.11434 1.24164
S -2.92435 8.19534 -1.56198
C -3.96188 7.02801 -2.26715
C -4.92979 6.62366 -1.40386
C -5.08558 2.73383 1.91489
Cl -4.57834 2.44738 0.26566
C -5.68778 1.68346 2.59164
H -6.37651 3.28348 5.49607
H -5.36449 5.15462 4.22486
H -4.37446 5.01895 0.69930
H -2.76767 5.44970 3.25831
H -2.69177 6.51103 1.85422
H -1.56869 5.77682 -0.24670
H 0.14064 3.70699 -0.79689
H -1.68372 3.01182 2.91659
H -6.16834 7.88208 1.45130
H -6.58112 6.32879 0.70249
H -3.81116 6.72652 -3.29100
H -5.69656 5.90447 -1.65815
H -5.82881 0.72669 2.10913
C 3.39488 -1.93010 2.43876
N 2.70512 -2.02743 3.71438
C 3.30482 -2.89295 4.72239
C 1.60218 -1.34135 3.96660
O 1.02313 -0.58452 3.17178
H 4.46399 -1.81868 2.61720
H 3.02996 -1.06592 1.88969
H 3.22924 -2.83293 1.84789
H 4.22376 -2.45073 5.10851
H 3.53782 -3.86132 4.28180
H 2.60997 -3.04172 5.54536
H 1.20384 -1.49761 4.97456

***

No. 2
Entry from the OMol25 dataset: a molecular structure, C43H34F4N7O7PS2Ti (wB97M-V/def2-TZVPD).

**Total energy**: -134858.484 eV
**Largest force on an atom**: 0.61 eV/A
**Charge**: -2
**E_LUMO (spin up / spin down)**: 0.08669 / 0.08670 hartree
**Multiplicity**: 1
**Relative energy (zero: lowest compared OMol25 entry of this formula, charge and spin)**: 0.0 kJ/mol
**Frontier orbital gap (spin up / spin down)**: 4.78 / 4.78 eV

Geometry (Å):
Ti -0.01912 0.81099 0.02773
C 3.28337 -3.72244 -1.46069
C 4.51614 -3.01019 -2.01654
C 4.71898 -3.44352 -3.47481
C 5.73004 -3.43484 -1.17532
C 4.36893 -1.49081 -1.95851
C 5.45727 -0.68382 -2.33257
C 5.38897 0.68982 -2.30198
C 4.20941 1.27906 -1.85961
S 3.81891 2.96317 -1.74720
C 2.25084 2.54534 -1.16638
N 2.02023 1.26850 -1.02773
C 3.11871 0.50823 -1.45450
C 3.19836 -0.88499 -1.54080
C 1.20563 3.50316 -0.85863
C 1.36264 4.87642 -1.02745
C 0.30608 5.71745 -0.72982
C -0.88740 5.17307 -0.27274
C -1.02379 3.80148 -0.09764
C 0.02513 2.92912 -0.38740
H 3.42888 -4.80275 -1.52034
H 2.38212 -3.47693 -2.02844
H 3.11554 -3.46382 -0.41208
H 4.83629 -4.52885 -3.52962
H 5.61174 -2.98600 -3.90595
H 3.86194 -3.15904 -4.08956
H 5.79560 -4.52571 -1.14775
H 5.64354 -3.06385 -0.15345
H 6.66503 -3.05854 -1.59604
H 6.37932 -1.15040 -2.65415
H 6.23441 1.29415 -2.60441
H 2.33901 -1.46690 -1.25873
H 2.30104 5.28724 -1.38380
H 0.41142 6.78827 -0.84606
H -1.72094 5.82331 -0.03599
H -1.96775 3.41563 0.26540
O 0.67610 4.03438 6.23182
C 1.66548 3.70265 5.55811
O 2.88315 3.87424 5.74336
C 1.32566 2.86609 4.29328
C 2.32946 2.43492 3.43540
C 2.00184 1.79159 2.25846
N 0.72968 1.57874 1.90658
C -0.24218 1.93429 2.76139
C 0.00838 2.56975 3.95647
C -1.62064 1.65647 2.24044
O -2.64188 1.88683 2.82337
O -1.56993 1.15051 1.00098
H 3.35733 2.63379 3.70599
H 2.75956 1.44984 1.56334
H -0.79460 2.86938 4.61524
F 3.73459 -4.54078 3.11910
C 2.47388 -4.26847 3.51275
C 1.81516 -5.21807 4.26439
F 2.50452 -6.33760 4.56379
C 0.47879 -5.09464 4.67717
C -0.09490 -3.86928 4.29352
C 0.56683 -2.92191 3.54746
F -0.07135 -1.76127 3.28614
C 1.87333 -3.08896 3.09325
C 2.50030 -2.12248 2.18240
C 1.74416 -1.43044 1.29734
N 1.09403 -0.82495 0.52457
C 3.89938 -1.98170 1.96828
N 5.01932 -1.83411 1.72676
F -1.34542 -3.56730 4.69166
C -0.23243 -6.10945 5.41026
C -1.63495 -6.06996 5.59132
N -2.78333 -6.10096 5.73778
C 0.39198 -7.26162 5.94242
N 0.84233 -8.22951 6.39130
C -4.65963 -2.39356 -2.02340
C -3.29103 -1.82629 -1.72842
O -2.62012 -2.69538 -0.79950
P -1.73307 -1.94003 0.36019
O -0.99071 -3.26181 0.93737
C -0.01218 -3.91205 0.11773
C -0.52503 -5.25847 -0.33921
O -2.75709 -1.67367 1.55015
C -3.48032 -2.72357 2.23467
C -4.90613 -2.26880 2.42815
H -5.17386 -1.76933 -2.75687
H -5.26155 -2.43363 -1.11463
H -4.57554 -3.40453 -2.42488
H -3.37689 -0.81763 -1.31170
H -2.69040 -1.75296 -2.63695
H 0.88812 -4.02086 0.72638
H 0.24114 -3.27669 -0.73858
H -0.78544 -5.87213 0.52390
H 0.24681 -5.77814 -0.91203
H -1.41005 -5.13573 -0.96376
H -2.98130 -2.89243 3.18616
H -3.42607 -3.64516 1.65410
H -4.92676 -1.30361 2.93517
H -5.44733 -2.99408 3.03765
H -5.41733 -2.16612 1.46862
S -1.83872 0.77816 -4.37180
C -1.16292 0.62306 -2.92738
N -0.66909 0.47575 -1.86741

***

No. 3
Entry from the OMol25 dataset: a molecular structure, C29H30NO3Rh at a distorted geometry (wB97M-V/def2-TZVPD).

**Total energy**: -41192.489 eV
**Largest force on an atom**: 8.52 eV/A
**Charge**: 0
**E_LUMO (spin up / spin down)**: 0.01137 / -0.13061 hartree
**Multiplicity**: 5
**Frontier orbital gap (spin up / spin down)**: 5.18 / 3.82 eV
**Expectation value of S²**: 6.01

Geometry (Å):
C -1.54868 1.17010 1.33637
C -0.33008 1.69928 0.81940
C -0.58508 2.13611 -0.52198
H 0.59114 1.84182 1.37867
C -1.95425 1.87318 -0.82808
C -2.54508 1.23887 0.31529
H -2.49519 2.08745 -1.74514
C 2.38382 -1.35399 1.46782
C 2.83822 -0.05705 1.82778
C 3.04677 0.68890 0.63458
H 3.02673 0.30659 2.82742
C 2.73876 -0.16632 -0.46664
C 2.33488 -1.42739 0.05193
H 0.10668 2.69965 -1.13916
H -3.56346 0.89191 0.39603
H -1.72998 0.81304 2.33889
H 2.05076 -2.28746 -0.54237
H 3.39069 1.72033 0.54215
H 2.15037 -2.15340 2.15125
Rh -1.00271 0.20232 -0.35868
C 2.74626 0.18523 -1.93406
C 3.34722 -0.96874 -2.72707
C 3.54151 1.46675 -2.24125
H 4.31174 -1.23955 -2.29533
H 3.55248 -0.66369 -3.74848
H 2.71002 -1.84602 -2.74031
H 4.56652 1.39625 -1.85430
H 3.06096 2.35555 -1.80266
H 3.60613 1.59734 -3.33354
C 1.26594 0.46706 -2.23635
C 0.58572 0.04501 -3.51122
H 1.04798 1.52725 -2.21049
H 0.63165 -0.07722 -1.47636
O 0.00131 -1.04156 -3.56464
N 0.48977 1.14138 -4.41608
C -0.76735 1.89317 -4.30393
H 0.68049 0.82110 -5.36027
C -0.59737 3.28761 -3.73700
C -1.76046 4.01665 -3.45456
H -2.74383 3.61091 -3.71252
C -1.68221 5.28144 -2.86409
H -2.58979 5.84132 -2.61130
C -0.42869 5.84170 -2.58292
H -0.35139 6.82749 -2.11583
C 0.73642 5.13710 -2.90420
H 1.72230 5.55115 -2.69587
C 0.65442 3.86864 -3.50118
H 1.53993 3.32740 -3.83677
H -1.48168 1.34220 -3.66669
H -1.20924 1.93423 -5.30264
O -1.60428 -1.86628 -0.19186
C -1.25036 -2.13206 1.03225
O -0.36516 -1.48787 1.65188
C -1.98531 -3.17310 1.82217
C -2.32433 -2.86427 3.14865
C -2.81613 -3.86480 3.98426
C -2.96902 -5.17135 3.49463
C -2.69717 -5.45348 2.14933
C -2.20157 -4.45155 1.30643
H -2.14103 -1.85193 3.51227
H -3.04037 -3.62866 5.02229
H -3.26344 -5.97590 4.16586
H -2.83578 -6.46050 1.75726
H -1.93178 -4.63691 0.26567

***

No. 4
Entry from the OMol25 dataset: a molecular structure, C37H43Cl39F5N4O9PS at a distorted geometry (wB97M-V/def2-TZVPD).

**Total energy**: -585515.572 eV
**Largest force on an atom**: 9.45 eV/A
**Charge**: 0
**E_LUMO**: -0.10593 hartree
**Multiplicity**: 1
**Frontier orbital gap**: 6.48 eV

Geometry (Å):
C 0.92151 -6.20181 4.63707
C 0.87597 -5.06582 3.66960
C -0.45861 -4.61017 2.79703
O -0.73656 -5.38898 1.71979
O -1.26754 -3.46480 3.24146
C -1.51246 -2.50770 2.12445
C -2.83285 -1.62954 2.54232
C -3.38879 -0.63286 1.33301
C -2.30714 0.59546 0.98686
C -2.37970 1.62791 2.24819
C -0.97300 2.42998 2.58181
C 0.37109 1.49500 2.54149
C 0.82003 0.84638 4.01665
C 2.14364 -0.10360 4.05808
C 3.04245 -0.51025 2.73921
S 4.49473 -1.62305 3.06333
O 5.47927 -0.84945 3.99758
O 5.16819 -2.28246 1.84994
F 3.89368 -2.94576 4.03936
C 2.56381 0.15038 1.30177
C 3.49788 -0.29622 -0.01298
C 4.99583 0.37323 -0.00179
C 5.16067 1.67869 0.98599
C 6.79616 2.02918 0.99082
N 7.21113 2.22940 2.45572
C 8.59021 1.64538 2.71953
N 8.81434 0.34596 3.17182
N 9.86555 2.47680 2.47680
C 1.24982 1.18191 1.15174
C 0.88063 1.79252 -0.30947
F -0.10551 2.88141 -0.37010
F 2.12042 2.37375 -0.95415
C 0.33697 0.65194 -1.40792
F -1.03553 1.08437 -1.86979
F 1.16901 0.67774 -2.66947
C 2.25467 -0.46004 5.64412
O 3.00364 -1.29710 6.36049
N 1.27362 0.47006 6.38840
P 2.07053 2.04358 6.83066
O 3.64520 2.02611 6.55363
O 1.70044 2.36161 8.51026
O 1.37381 3.39673 5.91928
C 0.14248 0.99783 5.49779
O -1.05842 1.39915 5.91892
H 1.96057 -6.76794 4.79603
H 0.00200 -6.52714 5.28351
H 1.86132 -4.45409 3.47050
H -0.55859 -1.79083 2.09457
H -1.65367 -3.02668 1.08314
H -3.70664 -2.40996 2.73697
H -2.69805 -1.04742 3.56053
H -4.44360 -0.20333 1.61899
H -3.52904 -1.29615 0.35410
H -1.28128 0.06121 0.81881
H -2.74462 1.13866 0.04431
H -2.82906 1.10277 3.21448
H -3.16703 2.47244 1.96056
H -1.10169 2.79118 3.71430
H -0.87001 3.45761 1.98218
H 3.00978 -0.01811 -1.03887
H 3.50242 -1.48980 0.01809
H 5.20166 0.77845 -1.10600
H 5.87189 -0.36654 0.23014
H 4.88270 1.48759 2.10618
H 4.63289 2.64688 0.59008
H 7.43557 1.10457 0.60795
H 7.06516 2.93505 0.30060
H 7.30860 3.25036 2.67866
H 7.88775 -0.12695 3.28009
H 10.06001 2.33095 1.46175
H 9.67380 3.48873 2.67042
H 0.25165 -0.41955 -0.94344
H 1.30439 3.30270 8.54818
H 2.12547 3.99988 5.60041
C -3.79188 4.99998 4.04302
Cl -2.99929 5.92504 2.75631
Cl -5.07375 3.97603 3.37391
Cl -2.60793 4.01888 4.92352
H -4.24513 5.70478 4.74478
C 0.20052 3.68938 -4.25017
Cl -0.77001 4.55237 -3.04482
Cl -0.83559 2.69072 -5.28389
Cl 1.13822 4.83182 -5.22747
H 0.89811 3.03244 -3.72440
C -1.88808 -5.02984 -1.90317
Cl -2.64860 -5.52763 -3.42414
Cl -1.18593 -3.41060 -2.05952
Cl -3.06249 -5.07324 -0.57711
H -1.08365 -5.73339 -1.67394
C -3.38808 -1.24782 -4.03688
Cl -4.14860 -1.74561 -5.55785
Cl -2.68593 0.37142 -4.19323
Cl -4.56249 -1.29122 -2.71081
H -2.58365 -1.95137 -3.80765
C -7.75896 1.44510 -3.29204
Cl -6.70138 0.44502 -4.30244
Cl -8.49236 0.47206 -2.00568
Cl -6.85700 2.80661 -2.60477
H -8.55906 1.84427 -3.92065
C 1.95359 -5.43027 -1.16971
Cl 2.35349 -4.46661 0.26241
Cl 3.34423 -5.52565 -2.26352
Cl 1.42034 -7.05297 -0.69849
H 1.13306 -4.93798 -1.69795
C -11.07784 -2.15901 -1.04647
Cl -10.95162 -2.08542 0.71937
Cl -10.78254 -3.80818 -1.62306
Cl -12.66807 -1.58863 -1.58072
H -10.31522 -1.50300 -1.47389
C 0.41856 -10.45188 4.87489
Cl 0.70571 -8.70584 4.78305
Cl 0.41022 -10.99304 6.56204
Cl -1.10696 -10.87411 4.07862
H 1.23212 -10.96259 4.35341
C -3.46292 7.17127 -1.55208
Cl -3.28326 6.61179 0.11952
Cl -4.11292 5.87828 -2.57437
Cl -4.50585 8.60207 -1.62044
H -2.47539 7.44649 -1.93115
C -7.51469 -5.47447 -1.49482
Cl -7.81264 -6.51031 -2.90116
Cl -8.28596 -6.15027 -0.04988
Cl -5.77464 -5.26764 -1.23210
H -7.95241 -4.49245 -1.69148
C 8.15632 1.00654 -2.83626
Cl 8.03701 0.65526 -1.10366
Cl 6.61647 1.63032 -3.45201
Cl 9.46432 2.16036 -3.14838
H 8.38554 0.07576 -3.36139
C 0.88531 4.54277 -9.57801
Cl 0.58736 3.50692 -10.98435
Cl 0.11404 3.86697 -8.13308
Cl 2.62536 4.74959 -9.31530
H 0.44759 5.52479 -9.77468
C -1.26731 5.42384 -14.17204
Cl 0.03375 4.28546 -14.56046
Cl -0.94256 6.23783 -12.63212
Cl -1.46486 6.61019 -15.47324
H -2.19936 4.86134 -14.07442